Record 1
A molecular structure, C3H8As6CuF36NO, computed with wB97M-V/def2-TZVPD.

Positions of all 56 atoms, in Å:
1 Cu 0.05507 -0.23567 -0.85611
2 C 1.00171 2.29852 3.17528
3 C -0.17464 1.52397 2.70131
4 O -0.28051 0.93583 1.70067
5 N -1.35266 1.58114 3.68177
6 H -1.10689 2.20589 4.44893
7 H -2.12405 2.06729 3.20540
8 C -1.86860 0.28402 4.18632
9 H 1.90869 1.79188 2.86223
10 H 0.97230 2.27331 4.27462
11 H 1.01248 3.32827 2.82999
12 H -2.91974 0.39450 4.41385
13 H -1.33869 0.07927 5.12187
14 H -1.57869 -0.52383 3.53330
15 As -0.50277 1.67227 -3.94576
16 F -0.68194 3.05961 -2.92280
17 F -1.40378 2.48891 -5.19247
18 F -0.36520 0.23443 -4.86882
19 F 0.40186 0.87521 -2.61705
20 F -1.98134 1.08334 -3.25788
21 F 0.97527 2.23692 -4.61393
22 As 3.10080 -1.60431 -2.51518
23 F 1.97632 -0.78039 -1.33744
24 F 3.27595 -0.11888 -3.34787
25 F 4.23208 -2.34076 -3.60798
26 F 2.87423 -3.08353 -1.65572
27 F 1.76121 -2.03974 -3.48149
28 F 4.36724 -1.21818 -1.41000
29 As -1.67262 -3.11473 -2.73971
30 F -0.78665 -1.64458 -2.15993
31 F -3.05086 -2.15507 -3.09518
32 F -2.57467 -4.51672 -3.24313
33 F -0.27812 -4.06774 -2.37913
34 F -2.14293 -3.32447 -1.09202
35 F -1.06027 -2.91061 -4.32578
36 As 2.57927 2.75624 -0.02736
37 F 3.01526 1.92695 1.43591
38 F 1.27171 1.58244 -0.25096
39 F 2.02800 3.64261 -1.38823
40 F 3.74674 4.00424 0.26269
41 F 3.66705 1.81090 -0.91271
42 F 1.41795 3.67219 0.95978
43 As -3.63156 -0.02626 0.32421
44 F -3.06593 1.28565 1.34508
45 F -1.93276 -0.26558 -0.28290
46 F -4.21385 -1.31308 -0.60963
47 F -5.20196 0.22884 1.01684
48 F -3.87216 1.09013 -0.93459
49 F -3.23169 -1.13951 1.58196
50 As 1.26856 -2.31748 2.27529
51 F 1.56123 -0.77650 3.05400
52 F 2.94592 -2.38964 1.92617
53 F 0.92624 -3.74871 1.41852
54 F -0.40266 -2.17182 2.77412
55 F 0.92541 -1.43002 0.78441
56 F 1.52961 -3.15696 3.77730

The spin multiplicity is 2. As for the total charge: -3. The energy relative to the best compared isomer or geometry (same formula, charge and spin) is 1.7 kcal per mole. As for the expectation value of S²: 0.751. The calculation puts the max |F| at 2.0 eV Å⁻¹. The value obtained for the lowest unoccupied orbital energy (alpha / beta) is 4.70 / 4.14 eV.

Results of the Mulliken charge analysis, in e, for atoms 1 through 6:
1 Cu 0.562
2 C -1.535
3 C 0.166
4 O 0.129
5 N -0.002
6 H 0.485



Record 2
A molecular structure, C3H8BBr2Na3O3, computed with wB97M-V/def2-TZVPD.

Positions of all 20 atoms, in Å:
1 Na 3.67094 -0.35983 0.07965
2 Na 1.27399 -1.85939 1.46804
3 Na 1.36202 1.93582 1.16185
4 C 3.42339 0.99667 2.85672
5 O 2.20665 0.63478 2.94701
6 O 4.19029 0.64701 3.76816
7 O 3.79789 1.49382 1.78199
8 B 0.83557 -0.06351 -0.15417
9 H 1.49086 -0.00132 0.70080
10 H 0.00503 -0.65668 0.19597
11 H 0.49167 0.90094 -0.49448
12 H 1.35953 -0.51411 -0.98282
13 Br -2.69427 -2.52915 -0.73521
14 C -3.49038 -0.79479 -1.30518
15 C -2.49744 0.10982 -1.98649
16 Br -3.52562 1.46338 -2.90149
17 H -3.90538 -0.38134 -0.38597
18 H -4.28536 -1.05379 -2.00449
19 H -1.95578 -0.54515 -2.66892
20 H -1.75360 0.57683 -1.34095

The spin multiplicity is 2. As for the total charge: +1. As for the expectation value of S²: 0.757. The calculation puts the max |F| at 4.3 eV Å⁻¹. The value obtained for the lowest unoccupied orbital energy (alpha / beta) is -4.92 / -5.63 eV.

Results of the Mulliken charge analysis, in e, for atoms 1 through 6:
1 Na 0.934
2 Na 0.945
3 Na 0.876
4 C 0.968
5 O -0.636
6 O -0.362



Record 3
C3H8BN in the gas phase, computed with wB97M-V/def2-TZVPD.

Positions of all 13 atoms, in Å:
1 B -0.28989 1.42984 -0.00511
2 C -1.26750 0.23820 0.05836
3 C -0.29489 -0.96640 -0.29638
4 C 1.13645 -0.66117 0.22657
5 N 1.21571 0.78982 0.07111
6 H -0.66747 2.54954 -0.36800
7 H -2.01654 0.21885 0.98731
8 H -1.98244 0.39521 -0.78550
9 H -0.68928 -1.87385 0.33585
10 H -0.29212 -1.13825 -1.41676
11 H 1.02992 -1.04891 1.30969
12 H 1.92287 -1.23903 -0.28033
13 H 2.19519 1.30616 0.16319

The energy relative to the best compared isomer or geometry (same formula, charge and spin) is 16.9 kcal per mole. The calculation puts the max |F| at 3.9 eV Å⁻¹. The value obtained for the lowest unoccupied orbital energy is 0.82 eV.

Results of the Mulliken charge analysis, in e, for atoms 1 through 6:
1 B 0.030
2 C -0.506
3 C -0.526
4 C -0.339
5 N -0.366
6 H -0.071



Record 4
2 unconnected molecules or ions with the total composition C3H8BNO2, computed with wB97M-V/def2-TZVPD.

Positions of all 15 atoms, in Å:
1 B 1.51177 0.20719 0.38019
2 C -0.87664 -0.22337 -0.90599
3 C -1.63721 -0.68634 0.28883
4 C 0.32778 0.54521 -0.70310
5 N -1.13944 -0.73743 -2.01049
6 O 1.24574 -0.69549 1.33425
7 O 2.69443 0.90640 0.17392
8 H -1.97411 0.24915 0.85455
9 H -2.60985 -1.20240 0.09327
10 H -0.90837 -1.29014 0.93997
11 H 0.80021 0.87685 -1.63038
12 H -0.22673 1.80316 -0.11391
13 H -0.56950 -0.31147 -2.76684
14 H 1.95150 -1.13720 1.72934
15 H 3.43051 0.82244 0.88089

The energy relative to the best compared isomer or geometry (same formula, charge and spin) is 36.7 kcal per mole. The calculation puts the max |F| at 5.9 eV Å⁻¹. The value obtained for the lowest unoccupied orbital energy is 0.06 eV.

Results of the Mulliken charge analysis, in e, for atoms 1 through 6:
1 B 0.636
2 C 0.865
3 C -0.935
4 C -0.842
5 N -0.747
6 O -0.465



Record 5
C3H8BNO2 in the gas phase, computed with wB97M-V/def2-TZVPD.

Positions of all 15 atoms, in Å:
1 B -1.55963 -0.29205 -0.06789
2 C 1.17032 -0.15162 -0.03481
3 C 1.91152 1.12529 0.44720
4 C -0.24728 -0.43892 0.77067
5 N 1.63746 -0.73349 -1.03663
6 O -2.59845 -1.23528 0.17146
7 O -1.81570 0.71757 -0.97977
8 H 2.61256 1.47924 -0.32360
9 H 1.29326 1.91297 0.54853
10 H 2.35775 0.90239 1.34992
11 H -0.10480 -1.54956 0.98352
12 H -0.01184 0.29857 1.54222
13 H 1.24191 -1.51915 -1.52756
14 H -3.12036 -1.31065 -0.65323
15 H -2.76672 0.79469 -1.19002

The energy relative to the best compared isomer or geometry (same formula, charge and spin) is 22.9 kcal per mole. The calculation puts the max |F| at 4.1 eV Å⁻¹. The value obtained for the lowest unoccupied orbital energy is 0.23 eV.

Results of the Mulliken charge analysis, in e, for atoms 1 through 6:
1 B 0.584
2 C 0.808
3 C -1.425
4 C -0.690
5 N -0.681
6 O -0.550



Record 6
C3H8BrISi in the gas phase, computed with wB97M-V/def2-TZVPD.

Positions of all 14 atoms, in Å:
1 C -1.40936 -1.06137 -0.70893
2 C 0.53038 1.71950 -0.68138
3 C 1.17847 -0.87149 1.13824
4 Si -0.26167 0.09100 0.15492
5 Br 2.35236 -1.61608 -0.24391
6 I -1.64249 1.14579 2.00533
7 H -2.12278 -0.35849 -1.19263
8 H -0.92227 -1.89335 -1.32067
9 H -2.05116 -1.64960 -0.01813
10 H 1.11073 2.45389 -0.14270
11 H 0.85134 1.51828 -1.75231
12 H -0.30927 2.34430 -0.77208
13 H 0.84979 -1.59100 1.80547
14 H 1.84593 -0.23137 1.72879

The spin multiplicity is 3. The energy relative to the best compared isomer or geometry (same formula, charge and spin) is 35.7 kcal per mole. As for the expectation value of S²: 2.008. The calculation puts the max |F| at 5.3 eV Å⁻¹. The value obtained for the lowest unoccupied orbital energy (alpha / beta) is 0.67 / -3.87 eV.

Results of the Mulliken charge analysis, in e, for atoms 1 through 6:
1 C -0.905
2 C -1.140
3 C -0.795
4 Si 0.358
5 Br -0.104
6 I -0.207



Record 7
2 unconnected molecules or ions with the total composition C3H8BrO3S, computed with wB97M-V/def2-TZVPD.

Positions of all 16 atoms, in Å:
1 Br -4.66404 -2.35408 0.17559
2 O 0.30102 2.34702 1.78373
3 S 0.89285 1.29703 1.03010
4 O 1.99604 0.56593 1.56072
5 O -0.27252 0.31636 0.65271
6 C 0.09649 -0.99952 0.16099
7 C -1.09897 -1.58402 -0.54229
8 C 1.33524 1.95451 -0.54728
9 H 0.41272 -1.61745 1.00134
10 H 0.96067 -0.91480 -0.50812
11 H -1.90643 -1.87426 0.12958
12 H -0.79590 -2.48160 -1.08560
13 H -1.50551 -0.88513 -1.27288
14 H 1.89201 1.20453 -1.10471
15 H 1.94335 2.83453 -0.36352
16 H 0.41299 2.19095 -1.07038

As for the total charge: -1. The energy relative to the best compared isomer or geometry (same formula, charge and spin) is 1.5 kcal per mole. The calculation puts the max |F| at 0.5 eV Å⁻¹. The value obtained for the lowest unoccupied orbital energy is 2.64 eV.

Results of the Mulliken charge analysis, in e, for atoms 1 through 6:
1 Br -0.938
2 O -0.632
3 S 1.177
4 O -0.628
5 O -0.241
6 C -0.153



Record 8
C3H8BrOPS in the gas phase, computed with wB97M-V/def2-TZVPD.

Positions of all 15 atoms, in Å:
1 C -1.64407 -0.30264 -1.91226
2 C 1.02085 0.59829 2.10072
3 C -0.96800 -0.30845 -0.55546
4 O 0.23689 0.42408 -0.60811
5 P 1.53726 0.39612 0.34678
6 S 2.82573 1.54695 -0.49332
7 Br 1.92718 -1.79366 0.52820
8 H -1.28016 0.28539 -2.65555
9 H -1.50706 -1.31767 -2.32661
10 H -2.77014 -0.14962 -1.92973
11 H 1.86741 0.23601 2.67431
12 H 0.95408 1.66875 2.19304
13 H 0.23410 0.02281 2.58513
14 H -0.72031 -1.33878 -0.18954
15 H -1.71374 0.03242 0.24238

The spin multiplicity is 3. The energy relative to the best compared isomer or geometry (same formula, charge and spin) is 29.3 kcal per mole. As for the expectation value of S²: 2.005. The calculation puts the max |F| at 4.7 eV Å⁻¹. The value obtained for the lowest unoccupied orbital energy (alpha / beta) is 0.73 / -3.55 eV.

Results of the Mulliken charge analysis, in e, for atoms 1 through 6:
1 C -1.158
2 C -1.084
3 C -0.112
4 O -0.300
5 P 0.571
6 S -0.147